{
  "formula": "C6H11NO",
  "method": "ωB97M-V/def2-TZVPD",
  "de_lowest_ev": 0.459,
  "largest_force_ev_per_a": 0.926,
  "energy_ev": -9937.9950,
  "smiles": "Cc1c[nH]c(C)c1.O",
  "elements": ["C", "C", "C", "N", "C", "C", "C", "H", "H", "H", "H", "H", "H", "H", "H", "H", "H", "H", "O"],
  "positions_angstrom": [[-2.48, 0.79, 0.67], [-1.10, 0.58, 0.10], [-0.81, 0.11, -1.15], [0.56, -0.05, -1.22], [1.16, 0.43, -0.09], [0.14, 0.76, 0.77], [2.62, 0.39, 0.13], [-2.41, 1.35, 1.61], [-2.98, -0.15, 0.86], [-3.11, 1.38, 0.00], [-1.36, 0.00, -2.07], [1.03, -0.15, -2.10], [0.28, 1.20, 1.74], [3.01, -0.62, 0.06], [2.88, 0.81, 1.10], [3.18, 0.97, -0.61], [-0.65, -2.95, -0.47], [0.23, -2.00, 0.30], [-0.18, -2.87, 0.37]]
}